Entry from OMol25: 8 unconnected molecules or ions with the total composition C35H73BN9O10 (wB97M-V/def2-TZVPD).

Last column: Löwdin charge in e.
Positions of all 128 atoms, in Å:
H 5.050 0.031 0.958  0.129
H 1.151 5.818 -4.091  0.086
H 5.759 -2.185 1.440  0.070
C -3.637 -0.226 -2.135  -0.551
C 2.035 2.364 1.026  0.103
H -3.541 -4.733 1.938  0.136
H -4.126 -5.335 -1.649  0.083
H -6.654 -10.441 -1.714  0.087
H 6.085 3.468 -0.322  0.080
H 0.821 8.260 -4.082  0.144
H -0.729 3.771 -0.381  0.108
H 1.757 -0.982 -5.566  0.078
H -4.495 2.831 -1.677  0.080
C -5.786 -7.718 -4.070  -0.005
O -2.647 1.731 3.890  -0.002
O 7.855 1.805 0.355  0.009
C -2.868 2.063 6.251  -0.003
N -3.785 3.553 4.531  0.004
H 1.085 -1.194 3.644  0.141
H -5.472 -4.259 -1.164  0.088
H -3.890 3.730 3.541  0.140
H 0.210 3.513 -1.938  0.090
C -6.070 -7.421 -2.623  -0.535
H -0.483 0.807 -1.267  0.123
H 2.651 7.514 -0.968  0.077
H -4.783 -8.137 -4.177  0.087
H 0.926 4.601 -0.582  0.077
B 3.635 1.156 2.851  -0.448
H 10.269 5.135 1.189  0.089
H -4.369 -6.975 1.332  0.087
O 2.496 9.682 -3.167  0.036
H -5.838 -6.794 -4.647  0.088
H 1.446 2.274 -7.119  0.087
H -2.966 -1.255 2.098  0.089
H -1.353 -0.441 1.674  0.055
H -5.448 4.534 5.274  0.087
C 1.572 -0.805 -4.509  -0.072
C 2.359 8.513 -2.840  -0.554
O 1.008 2.761 -4.684  0.009
H 1.869 -2.921 3.574  0.142
C 2.525 1.018 1.675  0.039
H -3.937 5.474 5.283  0.086
H -0.206 -3.678 -0.238  0.067
H 6.483 0.766 1.986  0.117
H -5.398 -6.220 0.090  0.049
N 1.963 -0.233 1.236  -0.024
H 6.471 4.476 1.083  0.080
H -4.201 4.204 6.499  0.077
H -2.308 2.855 6.754  0.089
H 0.027 6.312 -2.800  0.084
C 0.936 2.345 -0.081  -0.130
H 0.711 -1.395 -4.188  0.086
O -3.200 -0.920 -3.045  0.017
N 0.111 -2.525 2.272  -0.131
C 1.061 6.368 -3.151  -0.088
H 1.572 -4.236 0.176  0.067
O -6.315 -6.288 -2.225  0.005
O 3.544 2.346 3.700  0.083
C -4.373 4.489 5.464  -0.073
C 2.374 -1.559 1.791  -0.085
N -6.049 -8.463 -1.746  0.007
C -3.427 -0.578 -0.687  -0.034
C 0.447 -4.345 0.433  -0.102
H -6.006 1.890 -1.686  0.086
H 0.770 0.648 -6.933  0.090
H 5.952 -1.791 3.230  0.093
H 7.368 -1.433 2.122  0.084
H 7.312 4.736 -0.478  0.090
N -4.026 -4.951 1.078  0.016
C 0.932 -0.287 0.201  0.055
H -2.867 0.218 -0.187  0.067
H 2.449 -1.108 -3.932  0.082
O -2.923 -3.191 0.232  -0.027
H 3.783 7.018 -2.268  0.082
C 7.949 3.001 0.605  -0.550
N 1.377 7.756 -3.405  0.004
H 3.980 8.580 -1.455  0.085
H -2.293 1.139 6.316  0.086
H 8.543 5.531 1.346  0.075
C 6.889 3.990 0.198  -0.011
C -1.958 -0.922 2.517  0.010
N 9.036 3.475 1.269  0.007
C -3.082 2.422 4.806  -0.533
C 3.248 7.857 -1.816  -0.017
H -0.902 -4.453 2.195  0.120
H 2.520 0.938 -6.676  0.088
C -4.390 -4.347 -1.270  0.008
C 9.325 4.840 1.653  -0.072
H 0.878 -4.589 2.617  0.120
C -3.721 -4.109 0.055  -0.504
H -4.919 -10.167 -1.429  0.085
H -4.051 -3.599 -1.989  0.085
H 9.435 4.876 2.739  0.087
H -6.531 -8.413 -4.463  0.089
H 4.163 2.984 3.254  0.117
C -4.931 1.846 -1.492  -0.081
C 0.137 -3.989 1.985  -0.223
H -3.830 1.908 6.745  0.090
H 0.498 -1.301 -0.096  0.129
H 2.207 -2.316 0.931  0.120
H -4.763 1.566 -0.455  0.073
O 4.718 0.263 3.121  -0.002
H -5.707 -5.904 1.815  0.090
H -2.852 -1.503 -0.614  0.046
C -1.087 -2.153 3.102  -0.349
H -2.046 -0.153 3.356  0.059
C 5.582 0.051 1.968  -0.209
O -1.370 -2.757 4.177  0.045
C 1.255 1.633 -5.095  -0.545
H -4.442 1.078 -3.410  0.142
N -4.340 0.906 -2.419  0.002
H -4.391 -0.731 -0.195  0.098
H 1.719 5.923 -2.408  0.054
C 1.516 1.348 -6.549  -0.006
C 6.230 -1.438 2.164  -0.069
H 0.183 -5.439 0.179  0.085
H 2.456 3.383 1.336  0.125
C -5.783 -9.858 -2.022  -0.073
H 9.705 2.756 1.510  0.146
C 1.373 -2.071 2.972  -0.099
C 0.345 0.972 -0.495  0.043
N 1.300 0.587 -4.225  0.004
H -5.582 -10.040 -3.075  0.076
H 3.476 -1.644 2.065  0.119
H 1.115 0.856 -3.268  0.107
C 0.343 3.643 -0.801  -0.060
H -6.249 -8.190 -0.793  0.131
C -4.933 -6.077 1.064  -0.069

Summary:
Net charge: +1
Orbital gap, Ha: 0.2501

Entry from OMol25: a molecular structure, C6H4BiCl2N2O3Rh (wB97M-V/def2-TZVPD).

Last column: Löwdin spin population.
Positions of all 19 atoms, in Å:
N -2.216 -0.947 3.238  0.031
Cl -2.107 -2.907 -2.342  0.594
C -1.805 -2.267 3.021  0.336
Bi 0.731 0.193 0.391  0.002
O 1.077 3.013 2.307  0.001
Rh -1.294 -1.469 -3.900  1.931
O 0.219 1.093 -4.141  0.092
C -0.263 -2.586 -4.942  0.155
Cl -0.896 1.937 -0.260  0.004
H -2.172 -3.108 3.582  0.007
C 1.139 1.889 2.083  0.003
N -0.782 -0.908 1.585  0.042
H -2.939 -0.635 3.886  -0.001
O 0.449 -3.244 -5.578  0.056
C -0.399 0.095 -4.168  0.163
H -0.343 -3.008 1.507  0.008
H -1.776 0.906 2.251  0.005
C -1.613 -0.160 2.339  0.213
C -0.895 -2.240 2.021  0.356

Summary:
Net charge: +4
Orbital gap (alpha / beta), Ha: 0.1889 / 0.1500
2S+1: 5

Which value of net charge does entry 1 give? +1

Look up the net charge of the first one. +1

Number 1 is which compound? C35H73BN9O10

The highest net charge belongs to which entry? C6H4BiCl2N2O3Rh